Entry 1:
# C8H7O6Pt

C8H7O6Pt as an isolated structure at a distorted geometry (ωB97M-V/def2-TZVPD, OMol25).

Positions of all 22 atoms, in Å:
O1 2.7726 5.8849 -2.0420
C1 2.1115 4.9566 -1.9599
Pt1 0.8380 1.2730 -0.1885
O2 -0.2890 2.8584 -2.6278
C2 -0.0299 2.1455 -1.7852
C3 1.5800 0.2795 1.3820
O3 1.8871 -0.4080 2.2676
C4 -0.5452 2.0866 0.9849
O4 -1.1531 2.7412 1.7164
C5 1.9196 0.1424 -1.4134
O5 2.7490 -0.3207 -2.0687
H1 1.9661 2.4514 0.0216
C6 -0.3290 -3.0777 1.0293
C7 -1.1138 -1.9261 0.4361
C8 -2.5973 -2.0650 0.2350
O6 -0.6060 -0.8735 0.0189
H2 -0.9350 -3.9754 1.2334
H3 0.1671 -2.7528 1.9497
H4 0.4843 -3.3313 0.3402
H5 -3.0651 -1.2435 0.7860
H6 -2.7740 -1.8134 -0.8156
H7 -3.0378 -3.0323 0.5001

The LUMO energy (alpha / beta) is -13.013 / -19.203 eV. The calculation puts the maximum force at 7.6 eV Å⁻¹. As for the net charge: +3. The spin multiplicity is 5. As for the expectation value of S²: 6.03. Its gap between HOMO and LUMO (alpha / beta) is 4.9 / 4.4 eV.

Entry 2:
# C8H8

A 2-piece molecular cluster, C8H8 overall at a distorted geometry (ωB97M-V/def2-TZVPD, OMol25).

Positions of all 16 atoms, in Å:
C1 1.6563 1.1431 -0.0981
C2 2.2281 -0.1043 -0.4266
C3 1.6056 -1.2841 -0.1927
C4 0.3197 -1.1422 0.5086
C5 -0.2301 0.0396 0.8081
C6 0.3649 1.2337 0.3152
C7 -3.3829 -0.1961 -0.4640
C8 -2.2420 0.1677 -0.2670
H1 2.0563 2.0931 -0.4648
H2 3.0022 -0.2054 -1.1249
H3 1.8634 -2.2924 -0.5119
H4 -0.1453 -2.0234 0.8829
H5 -1.1881 0.1470 1.2788
H6 -0.2007 2.1800 0.3177
H7 -4.4783 -0.4332 -0.4026
H8 -1.2290 0.6770 -0.1586

Its SMILES is c1ccccc1.C#C. The LUMO energy is 0.867 eV. The calculation puts the maximum force at 4.5 eV Å⁻¹. The energy relative to the best compared isomer or geometry (same formula, charge and spin) is 109.3 kcal per mole. Its gap between HOMO and LUMO is 9.8 eV.

Entry 3:
# C8H8

C8H8 in the gas phase at a distorted geometry (ωB97M-V/def2-TZVPD, OMol25).

Positions of all 16 atoms, in Å:
C1 1.6749 -1.6154 0.2286
C2 2.4567 -0.5810 -0.1121
C3 -1.8388 -1.2239 0.5461
C4 -1.4041 0.1967 0.1063
C5 1.0872 -0.3082 -0.0484
C6 -2.3212 -0.6872 -0.7012
C7 0.0323 0.5055 -0.1385
C8 0.3273 1.8971 -0.5521
H1 1.6068 -2.5598 0.6817
H2 3.3589 -0.1777 -0.5034
H3 -1.2081 -2.0781 0.5934
H4 -2.6098 -1.2700 1.3960
H5 -2.1582 0.7971 0.4185
H6 1.3476 2.2700 -0.6171
H7 -0.1595 2.5770 0.1611
H8 -0.1919 2.2579 -1.4590

The LUMO energy is -0.040 eV. The calculation puts the maximum force at 5.2 eV Å⁻¹. The energy relative to the best compared isomer or geometry (same formula, charge and spin) is 188.0 kcal per mole. Its gap between HOMO and LUMO is 7.3 eV.

Entry 4:
# C8H8

A 2-piece molecular cluster, C8H8 overall at a distorted geometry (ωB97M-V/def2-TZVPD, OMol25).

Positions of all 16 atoms, in Å:
C1 2.3087 0.3583 0.3931
C2 1.4397 1.4560 -0.0812
C3 0.0968 0.9397 -0.3158
C4 -0.2256 -0.4018 -0.2764
C5 0.7811 -1.4075 -0.2314
C6 2.0746 -1.0308 0.0509
C7 -2.9280 -0.1603 0.6339
C8 -3.8486 0.0724 -0.1033
H1 3.4117 0.6254 0.7115
H2 1.8862 2.5408 -0.2596
H3 -0.5662 1.7775 -0.4608
H4 -1.3767 -0.6870 -0.1790
H5 0.6050 -2.4882 -0.3855
H6 2.8923 -1.7988 0.1514
H7 -2.0596 0.1797 1.3117
H8 -4.4915 0.0244 -0.9595

Its SMILES is c1ccccc1.C#C. The LUMO energy is 0.946 eV. The calculation puts the maximum force at 3.6 eV Å⁻¹. The energy relative to the best compared isomer or geometry (same formula, charge and spin) is 93.2 kcal per mole. Its gap between HOMO and LUMO is 10.0 eV.

Entry 5:
# C8H8AsBF12N5O4S2Sc

C8H8AsBF12N5O4S2Sc as an isolated structure (ωB97M-V/def2-TZVPD, OMol25).

Positions of all 42 atoms, in Å:
Sc1 -0.5604 0.6636 -0.3013
B1 -1.8085 -2.0527 1.8476
N1 -1.1161 -0.9258 2.4786
C1 -0.9344 -0.7851 3.8254
C2 -0.2418 0.3675 4.0542
C3 -0.0176 0.9031 2.7776
N2 -0.5436 0.1250 1.8400
N3 -2.0336 -2.1352 0.3973
C4 -2.6577 -3.1737 -0.2264
C5 -2.7429 -2.8981 -1.5619
C6 -2.1426 -1.6410 -1.7021
N4 -1.7172 -1.1884 -0.5258
H1 -2.8195 -2.4227 2.5078
H2 -1.4709 -3.1638 2.3450
H3 -1.3160 -1.5208 4.5141
H4 0.0658 0.7747 5.0008
H5 0.4981 1.8142 2.5117
H6 -2.9972 -4.0312 0.3313
H7 -3.1784 -3.5065 -2.3341
H8 -2.0014 -1.0539 -2.5966
F1 -2.4229 2.0188 0.8476
As1 -2.2466 3.1736 -0.4618
F2 -0.4249 2.7171 -0.1921
F3 -2.0712 4.4538 0.6093
F4 -1.7622 4.0070 -1.8357
F5 -3.8990 3.2691 -0.7325
F6 -2.1239 1.6030 -1.4242
F7 2.7023 -1.7231 -3.3830
C7 1.8880 -1.7213 -2.3547
F8 2.3636 -2.4532 -1.3715
F9 0.6949 -2.1898 -2.7166
S1 1.6511 0.0459 -1.7577
O1 1.3967 -0.1181 -0.2920
O2 0.3324 0.4763 -2.2802
N5 2.7571 0.9481 -2.2184
S2 4.2894 0.8494 -1.6505
O3 4.4561 -0.4003 -0.9719
O4 5.1937 1.3074 -2.6363
C8 4.2498 2.1662 -0.3337
F10 3.0405 2.2236 0.2419
F11 4.5287 3.3426 -0.8588
F12 5.1424 1.8547 0.5895

The LUMO energy (alpha / beta) is -3.890 / -7.139 eV. The calculation puts the maximum force at 0.5 eV Å⁻¹. As for the net charge: +1. The spin multiplicity is 2. As for the expectation value of S²: 0.76. The energy relative to the best compared isomer or geometry (same formula, charge and spin) is 0.0 kcal per mole. Its gap between HOMO and LUMO (alpha / beta) is 9.8 / 7.0 eV.

Entry 6:
# C8H8Br2NO4

A 2-piece molecular cluster, C8H8Br2NO4 overall at a distorted geometry (ωB97M-V/def2-TZVPD, OMol25).

Positions of all 23 atoms, in Å:
C1 -0.1423 2.2410 0.6964
C2 -1.1525 1.4755 0.4377
C3 -3.5324 -3.1469 -1.1670
C4 1.2662 2.1130 0.0107
C5 -0.5082 -0.7654 -0.8039
C6 -1.1091 0.4574 -0.7526
C7 2.0116 1.1908 0.9077
C8 0.0639 -1.6635 0.2862
N1 2.8948 0.2386 0.5276
O1 -3.9887 -2.1564 -1.4452
O2 2.8330 -0.1648 -0.6565
O3 -3.0862 -4.1697 -0.9369
O4 3.5923 -0.3847 1.3750
Br1 -2.3568 0.8423 -2.2614
Br2 2.4690 1.9930 2.6106
H1 -0.1041 2.9340 1.5388
H2 -2.1294 1.4729 1.0232
H3 1.1401 1.5739 -0.9694
H4 1.7716 3.0013 -0.0480
H5 -0.5994 -1.3288 -1.6915
H6 0.5959 -2.3212 -0.3307
H7 -0.7083 -2.2227 0.7027
H8 0.7790 -1.2096 0.9466

The LUMO energy (alpha / beta) is 2.373 / 2.367 eV. The calculation puts the maximum force at 4.7 eV Å⁻¹. As for the net charge: -1. The spin multiplicity is 3. As for the expectation value of S²: 2.01. Its gap between HOMO and LUMO (alpha / beta) is 3.1 / 7.1 eV.

no.,calculated total energy (eV)
1,-23898.2500
2,-8420.2807
3,-8416.8682
4,-8420.9807
5,-160560.5061
6,-158185.0606